Record 1
The following is a quantum chemistry calculation of one molecule with the formula C21H21N3 in a non-equilibrium geometry, from the Open Molecules 2025 dataset.

The geometry in XYZ format:
```
45
Properties=species:S:1:pos:R:3:forces:R:3:lowdin_charge:R:1
H -3.1733 3.0861 -3.2833 -0.3 -0.5 0.2 0.0648
H -0.4855 -0.7248 2.0691 0.0 -0.1 0.2 0.1118
C -3.8848 1.4118 -1.3989 0.0 0.2 -0.1 -0.0225
N 2.5183 -2.4481 5.0885 0.9 -0.8 1.6 0.0749
C 1.8627 -1.5665 2.9454 1.6 -1.3 -0.7 0.0183
C 1.7253 0.0680 -0.3735 -1.4 1.2 -0.6 -0.0055
C -1.2892 3.0661 -2.1334 -0.5 -2.2 0.5 -0.2206
C -0.4597 1.0696 -0.8118 0.3 0.1 0.6 -0.1848
H 0.3448 3.6950 -0.9009 0.4 -0.4 0.5 0.0792
C 2.6467 -2.4574 3.7023 -0.6 1.1 -0.4 -0.2632
C 3.6565 -3.2502 1.6485 -0.3 0.6 0.3 -0.0341
C -2.3524 3.7174 -2.9926 0.1 0.1 0.6 -0.0434
C -0.0340 3.8517 -1.8925 -0.4 -0.7 0.0 -0.0512
N 4.2490 -4.3047 3.7543 0.0 1.2 -0.1 0.0882
H -2.7785 4.5651 -2.4472 0.1 0.1 -0.1 0.0908
H -0.2235 4.8919 -1.9562 -0.2 1.1 -0.4 0.0637
H 2.7402 -0.1291 -0.6819 0.1 0.1 0.0 0.1050
C -1.4614 1.7865 -1.6339 2.3 3.8 -0.5 -0.1681
C 0.8835 0.8994 -1.1580 0.7 -0.5 -0.4 -0.0070
H 2.0834 -1.6512 5.5842 0.6 -0.9 -0.9 0.1056
C -2.6384 1.0630 -1.9364 -1.8 -1.1 -0.2 -0.2521
H -5.9552 1.0057 -1.4169 -0.6 -0.2 0.0 0.0947
H -1.9010 0.6743 0.7611 -0.2 0.0 -0.3 0.1177
H 3.8432 -4.6867 4.5881 -0.1 -0.3 -0.2 0.0730
N -4.9120 -0.4358 -2.5281 0.1 0.1 -0.2 0.0487
C 2.0236 -1.4558 1.5654 0.2 -0.1 0.3 -0.1980
H 3.2800 -2.9198 5.6337 -1.2 1.0 -0.9 0.0978
C -5.0004 0.6808 -1.7763 1.2 -0.7 -0.2 -0.1364
C -0.0750 -0.2616 1.1900 -1.0 0.7 -0.5 -0.0284
H 4.8190 -4.9042 3.1926 0.0 -0.3 0.1 0.0766
H -3.9805 2.2759 -0.7146 0.1 -0.6 -0.5 0.1322
C -2.5412 -0.0363 -2.7797 -1.3 -0.7 0.3 0.0088
H 0.7238 3.5774 -2.6168 0.3 0.1 -0.1 0.0820
H 3.0646 -2.2799 -0.1521 -0.2 0.2 0.6 0.1120
H -1.5885 -0.3551 -3.1880 -0.1 0.1 0.0 0.1204
C 3.5257 -3.3303 3.0328 -0.1 -0.7 0.3 -0.2702
C -3.7079 -0.7906 -3.0070 0.4 0.6 0.1 -0.1300
H -1.9669 4.0703 -3.9309 0.6 0.5 -0.4 0.0757
C -0.8982 0.5078 0.3925 -0.1 0.0 0.2 -0.0037
H 4.3438 -3.9301 1.1437 -0.2 0.2 0.0 0.1099
H 1.2624 1.3744 -2.0929 -0.3 -0.6 0.9 0.1218
H -3.5949 -1.6975 -3.6260 -0.6 0.4 0.4 0.1072
C 1.2119 -0.4907 0.7946 1.5 -1.0 -0.2 -0.1958
C 2.9358 -2.2894 0.9407 0.6 -0.7 -0.9 -0.0571
H 1.1582 -0.9426 3.4022 -0.8 0.8 0.9 0.0913
```
Positions in Å, forces in eV/Å.

Computed properties:
* charge: 0
* relative energy (zero: lowest compared OMol25 entry of this formula, charge and spin): 0.0 kJ/mol
* E_LUMO: 0.82 eV

---

Record 2
The following is a quantum chemistry calculation of one molecule with the formula C18H17FN6O3 in a non-equilibrium geometry, from the Open Molecules 2025 dataset.

The geometry in XYZ format:
```
45
Properties=species:S:1:pos:R:3:forces:R:3:lowdin_charge:R:1
C 0.6459 -4.9370 -1.0774 -0.1 0.1 0.1 -0.0250
H 1.2627 -6.7779 -1.9467 0.0 0.0 -0.1 0.1022
C -0.2157 5.7749 0.2387 0.0 -0.2 0.0 -0.0148
H -0.2722 7.8918 0.4686 -0.1 0.1 0.0 0.1061
N -2.6841 1.7520 -1.4764 -0.8 -0.1 -0.5 -0.3443
H -2.3221 -0.3926 0.3961 0.0 -0.1 0.0 0.1355
H 1.1300 -4.3560 -1.8453 0.0 0.1 -0.1 0.1012
H -1.1024 -7.0540 1.6057 -0.1 0.0 0.1 0.1175
H 1.7056 -0.1207 -0.5327 -0.1 -0.1 0.1 0.1261
H -0.9186 -1.9330 1.6906 -0.1 0.0 -0.1 0.1309
H -1.8704 -1.1712 -1.1271 0.0 0.0 0.3 0.1196
H -1.2404 5.6826 -0.0818 -0.1 0.1 0.0 0.1072
N 0.4563 2.1557 0.1912 -0.8 -0.3 -0.4 -0.1241
N -0.1007 -2.9084 0.0114 0.0 0.2 0.1 -0.0847
C -0.6096 -6.4831 0.8343 0.0 0.2 0.0 -0.0203
F -1.3155 -4.5627 1.9621 0.2 0.0 -0.2 0.0422
H 2.4983 3.8197 0.8285 -0.1 0.0 0.0 0.0959
C -1.5140 -0.9189 -0.1205 -0.4 -0.4 -0.1 -0.1243
H 2.0822 8.0555 1.1973 0.0 0.1 0.0 0.1031
N -1.2303 3.3789 -0.5378 -0.6 -0.3 -0.4 0.1951
O 1.5811 1.9182 0.6904 0.7 -0.2 0.5 -0.0511
C -0.0533 -4.2787 -0.0564 0.0 -0.3 0.0 -0.1660
C -1.5208 2.0959 -0.7532 1.7 0.8 0.9 -0.1246
C 1.8954 4.7083 0.7453 0.1 -0.2 0.0 -0.0064
C -1.1787 -2.1911 0.6544 -0.3 0.2 0.2 -0.1280
N -0.0427 3.4076 0.0003 -0.9 -0.7 -0.4 -0.0046
C -0.4668 1.2753 -0.2896 -0.4 0.4 -0.1 -0.1018
C 0.7150 -6.3149 -1.1397 0.0 -0.2 0.0 -0.0966
H 3.4572 6.0142 1.3701 0.1 0.0 0.0 0.1066
C 0.5688 4.6264 0.3394 0.6 0.8 0.3 -0.1517
C 0.0835 -7.1007 -0.1922 0.0 0.0 0.0 -0.0997
H 0.5616 -1.9659 -1.7633 0.1 0.0 0.0 0.1347
O -3.6035 2.5400 -1.4855 0.0 0.1 0.0 0.1059
C 1.6564 7.0937 0.9555 0.1 0.0 0.0 -0.0839
C 0.8483 -2.0919 -0.7080 0.1 0.1 0.0 -0.1406
N -0.3490 -0.0607 -0.1914 0.2 0.1 0.1 -0.0384
C -0.6612 -5.1077 0.8977 -0.1 -0.2 0.0 -0.2001
H -2.0751 -2.8126 0.6773 0.1 0.1 0.0 0.1310
C 0.9339 -0.7190 -0.0496 0.5 -0.3 -0.1 -0.1211
O -2.6668 0.6862 -2.0737 0.1 0.1 0.0 0.0738
H 1.8331 -2.5656 -0.6687 0.0 0.1 0.0 0.1302
C 2.4277 5.9489 1.0531 -0.1 0.2 0.0 -0.0714
C 0.3342 7.0026 0.5465 0.1 -0.1 0.0 -0.0744
H 1.2046 -0.8280 1.0070 0.1 0.0 -0.1 0.1335
H 0.1318 -8.1763 -0.2442 0.0 -0.1 0.0 0.0996
```
Positions in Å, forces in eV/Å.

Computed properties:
* charge: 0
* E_LUMO: -0.73 eV

---

| no. | frontier orbital gap (eV) |
| --- | --- |
| 1 | 8.10 |
| 2 | 7.16 |